# 1
{"formula": "C19H21N3O3", "method": "ωB97M-V/def2-TZVPD", "e_lumo_ev": -0.11, "homo_ev": -8.474, "homo_lumo_gap_ev": 8.4, "multiplicity": 1, "relative_energy_kj_mol": 305.3, "largest_force_ev_per_a": 1.16, "symbols": ["C", "C", "H", "H", "C", "C", "N", "N", "C", "O", "C", "N", "C", "O", "C", "C", "C", "C", "C", "C", "O", "H", "H", "H", "H", "H", "H", "H", "H", "H", "C", "C", "C", "C", "C", "C", "H", "H", "H", "H", "H", "H", "H", "H", "H", "H"], "positions_angstrom": [[4.6577, 2.1689, -0.7413], [4.2204, 1.2375, -1.8647], [4.9250, 0.4070, -1.9477], [4.2283, 1.7810, -2.8124], [2.8004, 0.7099, -1.6257], [2.6783, -0.0298, -0.3219], [1.8170, 0.1059, 0.6054], [0.7756, 0.9836, 0.6717], [0.6682, 2.2927, 0.3574], [1.4934, 2.9819, -0.2086], [-0.6658, 2.8824, 0.8544], [-1.8283, 2.2492, 0.2745], [-2.3496, 1.1021, 0.7775], [-1.8118, 0.5117, 1.7069], [-3.5874, 0.6521, 0.1336], [-4.2034, -0.4657, 0.5485], [-5.4162, -0.9880, 0.0024], [-6.1313, -2.1138, 0.3493], [-7.2485, -2.1558, -0.5072], [-7.1404, -1.0606, -1.3138], [-6.0452, -0.3526, -1.0179], [-7.7623, -0.6948, -2.1073], [-8.0247, -2.8928, -0.5243], [-5.8791, -2.8125, 1.1203], [-3.7641, -1.0284, 1.3609], [-3.9905, 1.2452, -0.6737], [-2.2314, 2.6658, -0.5482], [-0.7158, 2.7513, 1.9405], [-0.6744, 3.9459, 0.6131], [0.0396, 0.6086, 1.2782], [3.6681, -1.0909, -0.0509], [4.1518, -1.9197, -1.0605], [5.0825, -2.9020, -0.7752], [5.5474, -3.0705, 0.5180], [5.0645, -2.2587, 1.5314], [4.1309, -1.2800, 1.2501], [3.7492, -0.6416, 2.0315], [5.4197, -2.3890, 2.5432], [6.2799, -3.8340, 0.7352], [5.4466, -3.5403, -1.5674], [3.7853, -1.8169, -2.0711], [2.5195, 0.0279, -2.4347], [2.1123, 1.5528, -1.6431], [4.7783, 1.6130, 0.1867], [3.9077, 2.9396, -0.5831], [5.6062, 2.6431, -0.9837]]}

# 2
{"formula": "C19H21N3O6RuS5", "method": "ωB97M-V/def2-TZVPD", "e_lumo_ev": [-4.75, -4.55], "homo_ev": [-11.504, -12.052], "s_squared": 0.76, "homo_lumo_gap_ev": [6.8, 7.5], "charge": 1, "multiplicity": 2, "relative_energy_kj_mol": 350.8, "largest_force_ev_per_a": 3.45, "symbols": ["Ru", "C", "C", "S", "C", "C", "S", "C", "C", "S", "H", "H", "H", "H", "H", "H", "H", "H", "H", "H", "H", "H", "C", "C", "N", "C", "C", "N", "C", "O", "O", "C", "O", "O", "H", "H", "H", "H", "H", "O", "S", "O", "N", "C", "S", "C", "C", "C", "C", "C", "C", "H", "H", "H", "H"], "positions_angstrom": [[0.5790, 0.5223, 0.2495], [3.8749, 0.7318, 0.5043], [3.8148, 1.6064, -0.7359], [2.1514, 1.8874, -1.4434], [2.2309, 0.9753, -3.0370], [1.0577, 0.0400, -3.2477], [0.7286, -1.1723, -1.9341], [2.2300, -2.1911, -1.8132], [3.4257, -1.5606, -1.1221], [2.9408, -0.8234, 0.4771], [4.9175, 0.4973, 0.7247], [3.4441, 1.2501, 1.3598], [4.1731, 2.5968, -0.4575], [4.4446, 1.2361, -1.5421], [2.2111, 1.7382, -3.8150], [3.1822, 0.4542, -3.1005], [0.1227, 0.5996, -3.2832], [1.1747, -0.5064, -4.1843], [1.8854, -3.0514, -1.2375], [2.4857, -2.5292, -2.8172], [4.1589, -2.3372, -0.9055], [3.9070, -0.8041, -1.7329], [-2.1157, -2.3591, -0.6658], [-1.6820, -1.9993, 0.7082], [-0.7046, -1.1728, 1.0626], [-0.6762, -1.1400, 2.4326], [-1.6317, -1.9795, 2.9231], [-2.2458, -2.5016, 1.8171], [-2.0992, -2.4086, 4.2733], [-1.5015, -1.8750, 5.3010], [-2.9946, -3.2163, 4.3312], [0.3386, -0.3089, 3.1373], [0.3510, -0.2733, 4.3617], [1.1522, 0.2892, 2.3540], [-2.3318, -1.4633, -1.2459], [-3.0050, -2.9847, -0.6257], [-1.3310, -2.9102, -1.1810], [-3.0013, -3.1699, 1.8850], [-0.7723, -1.2501, 5.0347], [1.7417, 2.7072, 1.0942], [0.5199, 3.3831, 1.5091], [0.4139, 3.8301, 2.8462], [-0.6665, 2.2963, 0.9922], [-0.9585, 2.5892, -0.2672], [-1.6095, 1.3807, -1.2542], [-0.5583, 3.9258, -0.7336], [-0.8220, 4.5339, -1.9492], [-0.3397, 5.8204, -2.1524], [0.4006, 6.4733, -1.1729], [0.6985, 5.8500, 0.0369], [0.2028, 4.5830, 0.2295], [-1.3934, 4.0172, -2.7092], [-0.5499, 6.3242, -3.0862], [0.7565, 7.4792, -1.3494], [1.2958, 6.3377, 0.7960]]}

# 3
{"formula": "C19H21NO4", "method": "ωB97M-V/def2-TZVPD", "e_lumo_ev": -0.06, "homo_ev": -9.393, "homo_lumo_gap_ev": 9.3, "multiplicity": 1, "relative_energy_kj_mol": 58.1, "largest_force_ev_per_a": 0.62, "symbols": ["C", "C", "C", "C", "C", "C", "H", "H", "O", "C", "O", "C", "C", "C", "C", "C", "C", "H", "H", "O", "C", "O", "C", "C", "C", "C", "N", "C", "H", "H", "H", "H", "H", "H", "H", "H", "H", "H", "H", "H", "H", "H", "H", "H", "H"], "positions_angstrom": [[6.8834, 4.4976, 0.9445], [6.8244, 3.3812, -0.0916], [5.4026, 2.8954, -0.3751], [4.7634, 2.1753, 0.8106], [3.3912, 1.6144, 0.4490], [2.7565, 0.8911, 1.6339], [3.3747, 0.0353, 1.9254], [2.6324, 1.5658, 2.4839], [1.4418, 0.4319, 1.3269], [1.3468, -0.7254, 0.6613], [2.2987, -1.3928, 0.3356], [-0.0614, -1.1028, 0.3811], [-1.1338, -0.3140, 0.7845], [-2.4322, -0.6989, 0.5067], [-2.6588, -1.8804, -0.1881], [-1.5919, -2.6804, -0.5908], [-0.3012, -2.2915, -0.3064], [0.5411, -2.8940, -0.6097], [-1.7971, -3.5967, -1.1217], [-3.9174, -2.3765, -0.4762], [-4.9773, -1.5841, -0.7206], [-4.9499, -0.3808, -0.7562], [-6.1988, -2.3886, -0.9697], [-7.3783, -1.7299, -1.3164], [-8.5166, -2.4797, -1.5475], [-8.4286, -3.8601, -1.4230], [-7.3153, -4.4930, -1.0917], [-6.2288, -3.7800, -0.8697], [-5.3426, -4.3372, -0.5994], [-9.2887, -4.4936, -1.5950], [-9.4488, -2.0092, -1.8177], [-7.3754, -0.6529, -1.3971], [-3.2587, -0.0835, 0.8218], [-0.9475, 0.6025, 1.3210], [3.4866, 0.9093, -0.3790], [2.7290, 2.4233, 0.1319], [5.4137, 1.3574, 1.1286], [4.6566, 2.8647, 1.6497], [5.4305, 2.2098, -1.2252], [4.7809, 3.7478, -0.6586], [7.2583, 3.7456, -1.0257], [7.4314, 2.5388, 0.2472], [7.9026, 4.8636, 1.0461], [6.2497, 5.3292, 0.6439], [6.5529, 4.1461, 1.9183]]}

# 4
{"formula": "C19H21NO5S", "method": "ωB97M-V/def2-TZVPD", "e_lumo_ev": 0.44, "homo_ev": -7.978, "homo_lumo_gap_ev": 8.4, "multiplicity": 1, "relative_energy_kj_mol": 89.4, "largest_force_ev_per_a": 0.81, "symbols": ["C", "N", "C", "O", "C", "O", "C", "C", "C", "C", "C", "C", "H", "H", "O", "C", "C", "C", "C", "C", "C", "H", "H", "H", "H", "H", "H", "H", "H", "H", "C", "C", "H", "H", "S", "O", "O", "C", "C", "H", "H", "H", "H", "H", "H", "H", "H"], "positions_angstrom": [[3.6992, -0.5366, 1.4213], [2.9710, 0.2403, 0.4407], [1.7705, 0.8262, 0.6884], [1.1956, 1.5096, -0.1319], [1.1872, 0.5678, 2.0800], [-0.0712, 1.1601, 2.2391], [-1.1158, 0.7021, 1.4844], [-2.3014, 1.4269, 1.5980], [-3.4345, 1.0409, 0.9159], [-3.4067, -0.0932, 0.1089], [-2.2257, -0.8110, -0.0149], [-1.0864, -0.4195, 0.6654], [-0.1839, -0.9954, 0.5329], [-2.2065, -1.6770, -0.6579], [-4.4783, -0.4972, -0.6502], [-5.7492, -0.4066, -0.1516], [-6.0505, -0.5154, 1.2021], [-7.3692, -0.4731, 1.6165], [-8.3931, -0.3308, 0.6959], [-8.0925, -0.2388, -0.6532], [-6.7791, -0.2754, -1.0794], [-6.5277, -0.2068, -2.1263], [-8.8855, -0.1341, -1.3787], [-9.4198, -0.2970, 1.0275], [-7.5957, -0.5578, 2.6692], [-5.2549, -0.6415, 1.9220], [-4.3412, 1.6220, 0.9975], [-2.3079, 2.3039, 2.2251], [1.1508, -0.5107, 2.2884], [1.8231, 1.0471, 2.8307], [3.5759, 0.4627, -0.8629], [3.9506, -0.8474, -1.5524], [3.6052, -0.8944, -2.5798], [3.6174, -1.7263, -1.0118], [5.7692, -0.8216, -1.6322], [6.2554, -1.4948, -2.8011], [6.3058, -1.2242, -0.3586], [5.8536, 0.9868, -1.7696], [4.8232, 1.3797, -0.7369], [4.5207, 2.4225, -0.8316], [5.2634, 1.2415, 0.2518], [6.8529, 1.3399, -1.5425], [5.5739, 1.2451, -2.7860], [2.8040, 0.9810, -1.4428], [3.8903, 0.0483, 2.3232], [3.1427, -1.4325, 1.7063], [4.6551, -0.8486, 1.0021]]}

Looking at E for the records above, in order, we have -30655.66488, -93551.66743, -29724.70232, -42605.81819 eV.